[1]
Density functional theory data (the ωB97M-V functional and the def2-TZVPD basis) for 12 unconnected molecules or ions with the total composition C5H32NO13 at a distorted geometry.

Energy relative to the best compared isomer or geometry (same formula, charge and spin), kJ/mol: 596.4
Lowest unoccupied orbital energy, eV: 2.62
Highest occupied orbital energy, Eh: -0.2565
Total charge: -1

Last column: Mulliken charge in e.
Cartesian coordinates (Å):
O: -0.29832 0.13550 -1.77099  -0.809
C: -0.06318 0.08841 -0.54951  0.375
O: 0.46130 -0.93674 -0.13931  -0.073
C: -0.30645 1.28388 0.40371  -0.083
C: -1.42603 0.92554 1.45061  1.160
C: -1.40051 2.01411 2.55778  -1.433
C: -2.81055 1.01530 0.81359  -1.375
N: -0.26407 2.58243 -0.40949  -0.454
H: 0.67660 1.42127 1.05702  0.024
H: -1.16154 -0.03703 1.94037  -0.075
H: -2.17638 2.65594 2.76815  0.436
H: -0.52665 2.55479 2.31505  0.348
H: -1.03505 1.36923 3.51015  0.282
H: -3.69358 1.21104 1.37783  0.456
H: -2.68823 0.03696 0.41037  0.276
H: -2.92536 1.80701 -0.00178  0.198
H: -0.18513 2.22497 -1.36429  0.185
H: -1.22264 3.08731 -0.65155  0.273
H: 1.99625 4.02927 -0.58538  0.306
H: 1.25664 3.47095 -1.97772  0.353
O: 2.06811 3.89072 -1.56484  -0.665
H: -1.50089 -1.05777 -2.02694  0.102
H: -1.30885 -1.83932 -3.42302  0.370
O: -1.84762 -1.89780 -2.58107  -0.671
H: 1.14724 -2.11000 3.46189  0.349
H: 1.45253 -3.09196 2.38747  0.411
O: 1.81819 -2.72876 3.23798  -0.720
H: 3.98843 -1.13984 1.75768  0.347
H: 2.90764 -1.68615 2.72439  0.348
O: 3.59388 -0.88212 2.58992  -0.745
H: -1.30152 -4.02404 0.63592  0.311
H: -2.03272 -3.59476 -0.52403  0.371
O: -2.23875 -3.79569 0.56506  -0.710
H: 0.59650 -1.87405 -2.66601  0.293
H: 0.27209 -2.58278 -1.40893  0.296
O: 0.51426 -2.69657 -2.32402  -0.673
H: -0.42288 2.04456 -4.45960  0.289
H: 0.36691 1.52143 -3.09800  0.317
O: 0.33105 2.07417 -3.89898  -0.655
H: 4.20010 0.67259 1.57713  0.344
H: 3.11458 1.42907 0.94058  0.297
O: 3.98196 1.06347 0.74765  -0.639
H: -2.98810 1.37590 -3.26451  0.239
H: -2.17761 0.57584 -2.35634  0.334
O: -2.86916 1.33007 -2.36727  -0.615
H: -1.45698 -2.15481 1.87751  0.429
H: -0.07104 -1.71302 1.58804  0.306
O: -0.49253 -2.35782 2.13033  -0.872
H: 2.17431 -1.46167 -0.08114  0.256
H: 3.20640 -2.02767 -1.07109  0.265
O: 2.76735 -2.20138 -0.26041  -0.679

---

[2]
Density functional theory data (the ωB97M-V functional and the def2-TZVPD basis) for 11 unconnected molecules or ions with the total composition C5H33N2O10S at a distorted geometry.

Energy relative to the best compared isomer or geometry (same formula, charge and spin), kJ/mol: 285.3
Lowest unoccupied orbital energy, eV: 2.64
Highest occupied orbital energy, Eh: -0.1511
Total charge: -1

Last column: Mulliken charge in e.
Cartesian coordinates (Å):
N: 0.82542 2.86767 1.07299  -0.648
C: 0.28840 1.50164 0.78770  0.408
C: -0.88171 0.98031 1.69859  0.613
S: -0.22180 -0.15698 3.04442  -0.640
C: -0.43382 1.59680 -0.65870  -0.351
N: -1.16042 0.37633 -1.10773  0.048
C: -1.22372 0.41717 -2.56297  -0.044
C: -1.40556 -0.96502 -3.18791  -1.303
H: 0.21891 3.37019 1.58126  0.299
H: 1.68924 2.74098 1.68097  0.308
H: 1.20495 0.76406 0.70071  -0.298
H: -1.53483 1.87411 2.01493  0.235
H: -1.62816 0.31346 1.12152  -0.876
H: 0.52196 1.93659 -1.22999  0.018
H: -1.20929 2.41304 -0.61617  0.188
H: -0.49137 -0.37669 -0.85524  -0.038
H: -0.20434 0.87582 -3.03445  0.156
H: -2.16475 1.12052 -2.70561  0.377
H: -2.11170 -0.94568 -3.87233  0.382
H: -1.46195 -1.83787 -2.46058  0.266
H: -0.39867 -1.28751 -3.66661  0.320
H: 3.05798 2.40773 3.98492  0.334
H: 1.54939 2.65280 4.25895  0.307
O: 2.21754 3.01688 3.73976  -0.682
H: -4.13428 1.51773 2.57578  0.315
H: -4.63339 1.12704 1.08057  0.427
O: -4.92786 1.29044 1.97325  -0.671
H: 3.76512 0.32612 -1.31040  0.459
H: 3.50819 -0.27974 -0.04788  0.365
O: 4.23960 -0.26650 -0.76126  -0.802
H: 1.72267 -3.23814 -1.10559  0.451
H: 0.78604 -3.16939 0.11173  0.368
O: 0.80854 -3.30330 -0.82945  -0.653
H: 0.59098 -3.75556 2.15074  0.230
H: -0.04192 -2.18923 2.03622  0.162
O: 0.22145 -3.01759 1.69859  -0.674
H: 3.97076 -2.05777 -0.79777  0.420
H: 3.47725 -2.88706 -2.03606  0.297
O: 3.43498 -2.85745 -1.03161  -0.746
H: 3.14501 -2.01060 1.55748  0.251
H: 2.21310 -0.89142 2.17533  0.207
O: 2.84601 -1.09671 1.51416  -0.629
H: -3.00361 0.10545 -0.59699  0.469
H: -3.14073 -0.09388 0.93517  0.291
O: -3.57451 -0.14730 0.13915  -0.836
H: 3.17634 2.68806 -1.81562  0.283
H: 2.27566 1.86660 -0.93933  0.340
O: 2.72119 1.81963 -1.72596  -0.689
H: -4.63474 -2.43368 -1.47349  0.293
H: -4.91747 -0.99532 -1.28890  0.297
O: -4.93608 -1.70678 -1.91631  -0.606

---

[3]
Density functional theory data (the ωB97M-V functional and the def2-TZVPD basis) for 11 unconnected molecules or ions with the total composition C5H33N2O11 at a distorted geometry.

Energy relative to the best compared isomer or geometry (same formula, charge and spin), kJ/mol: 303.2
Lowest unoccupied orbital energy, eV: 2.94
Highest occupied orbital energy, Eh: -0.2180
Total charge: -1

Last column: Mulliken charge in e.
Cartesian coordinates (Å):
C: -0.79273 -2.12218 0.27362  -0.489
N: -1.91550 -1.44312 -0.44528  -0.149
C: -1.50511 -0.99598 -1.89714  -0.584
O: -0.30439 -0.39863 -1.91092  -0.410
C: -0.31824 -1.16554 1.45677  0.156
C: -0.26903 0.33915 1.04050  1.552
C: -0.09884 1.22579 2.34308  -2.325
N: 1.01043 -1.65872 1.91573  -0.370
H: -1.05064 -3.08836 0.61781  0.778
H: 0.12914 -2.09598 -0.32402  -1.101
H: -2.72376 -2.03400 -0.44844  0.284
H: -1.28543 -1.85506 -2.61779  0.281
H: -2.31293 -0.26644 -2.20960  0.117
H: -1.16371 -1.24254 2.20899  0.460
H: -1.29284 0.52112 0.61287  -0.528
H: 0.50318 0.58405 0.30459  -0.383
H: -1.00077 1.31867 2.78849  0.510
H: 0.03471 2.30805 2.05200  0.482
H: 0.50031 0.88064 3.13617  0.496
H: 1.61644 -0.90456 1.79038  0.252
H: 1.30872 -2.50530 1.52878  0.299
H: 0.79850 2.90759 -1.28097  0.406
H: 2.03357 3.42478 -0.55633  0.313
O: 1.76336 2.92314 -1.30169  -0.731
H: 2.89923 1.99110 0.74755  0.493
H: 2.23781 2.10018 2.13929  0.251
O: 2.58775 2.63929 1.46107  -0.733
H: 2.00134 -3.05940 -0.88782  0.389
H: 0.62073 -3.46436 -1.03570  0.490
O: 1.45725 -3.85197 -0.75174  -0.717
H: -0.29595 -1.77596 3.89884  0.373
H: 1.03673 -2.34064 4.25168  0.308
O: 0.28244 -1.96486 4.59410  -0.664
H: 0.50604 0.49260 -3.04939  0.459
H: 0.65219 0.50430 -4.48352  0.226
O: 0.68006 1.07270 -3.82333  -0.691
H: -2.43400 2.04261 -1.15375  0.331
H: -3.81356 1.40519 -1.24284  0.335
O: -3.31593 2.16649 -0.94314  -0.717
H: -3.05954 0.05432 1.43727  0.377
H: -3.70575 1.47591 0.98609  0.391
O: -3.75148 0.77579 1.63429  -0.718
H: 2.64816 1.51513 -0.93731  0.436
H: 2.45360 -0.09955 -0.37092  0.373
O: 2.97112 0.80843 -0.42224  -0.881
H: 2.65099 -0.69568 -1.77950  0.307
H: 1.08505 -0.98350 -1.86796  0.434
O: 2.02784 -1.41302 -1.51901  -0.879
H: -0.59006 1.25869 -1.56723  0.400
H: -0.70246 2.46102 -2.67195  0.272
O: -0.79403 2.22856 -1.72045  -0.962

---

Number 1: gap between HOMO and LUMO 0.3528 Eh. Number 2: gap between HOMO and LUMO 0.2480 Eh. Number 3: gap between HOMO and LUMO 0.3259 Eh.